24
Properties=species:S:1:pos:R:3:mulliken_charge:R:1 method="wB97M-V/def2-TZVPD" e_lumo_ev=0.425 homo_lumo_gap_ha=0.330 e_homo_ev=-8.563 mol_weight_da=190.2 de_lowest_kj_mol=193.1 smiles="O=c1cc[nH]c(=O)[nH]1.c1ccccc1"
O 4.309 -1.255 0.816 -0.63
C 3.486 -0.489 0.333 0.57
C 3.717 0.901 0.075 -0.57
C 2.741 1.627 -0.510 -0.18
N 1.479 1.142 -0.756 -0.05
C 1.158 -0.186 -0.516 0.23
O 0.044 -0.610 -0.792 -0.58
N 2.181 -0.905 0.052 -0.01
H 4.694 1.320 0.262 0.39
H 2.825 2.659 -0.787 0.40
H 0.790 1.673 -1.262 0.24
H 1.975 -1.858 0.238 0.18
C -4.567 -0.092 -0.487 -0.62
C -4.133 0.901 0.470 -0.16
C -2.899 1.108 1.000 -0.50
C -2.031 0.158 0.770 -0.15
C -2.351 -1.089 0.128 -0.36
C -3.668 -1.238 -0.522 -0.34
H -5.544 0.146 -0.938 0.34
H -4.770 1.729 0.743 0.29
H -2.555 2.013 1.642 0.25
H -1.154 0.094 1.367 0.44
H -1.690 -1.900 -0.044 0.44
H -3.748 -2.216 -0.935 0.38

49
Properties=species:S:1:pos:R:3:mulliken_charge:R:1 method="wB97M-V/def2-TZVPD" multiplicity=5 e_lumo_ev="-2.637 / -7.337" homo_lumo_gap_ha="0.339 / 0.175" charge=+1 e_homo_ev="-11.861 / -12.085" mol_weight_da=933.3 s2=6.02 de_lowest_kj_mol=0.0
Pt -0.374 0.436 0.249 2.50
O -0.613 -1.760 -0.437 -0.67
C -1.857 -2.222 -0.999 -0.30
C -2.900 -2.334 0.092 -0.93
N -3.603 -1.089 0.446 0.17
C -3.808 -0.761 1.777 -0.68
C -2.361 -0.221 2.606 0.64
O -2.731 0.263 3.635 -0.42
O -1.332 -0.538 2.017 -0.63
C -4.369 -0.429 -0.521 -0.97
C -3.510 0.978 -1.295 0.45
O -4.376 1.603 -1.826 -0.43
O -2.315 0.898 -1.107 -0.68
H 0.100 -1.948 -1.063 0.18
H -1.702 -3.225 -1.392 0.61
H -2.166 -1.572 -1.820 0.23
H -2.411 -2.706 0.989 0.39
H -3.647 -3.066 -0.219 0.45
H -4.037 -1.611 2.421 0.44
H -4.522 0.044 1.903 0.45
H -5.259 0.059 -0.142 0.51
H -4.559 -1.030 -1.406 0.48
Br 4.478 0.790 -0.591 -0.11
C 4.408 -0.312 0.929 0.33
C 5.453 -1.200 1.131 -0.41
C 5.476 -2.009 2.258 -0.58
C 4.459 -1.940 3.196 -0.61
C 3.406 -1.063 3.003 -0.67
C 3.392 -0.261 1.872 0.39
I 1.822 1.087 1.739 0.35
H 6.252 -1.246 0.402 0.41
H 6.302 -2.693 2.403 0.39
H 4.483 -2.562 4.082 0.39
H 2.604 -1.001 3.726 0.40
F 1.062 5.249 -1.517 -0.18
C 1.175 4.306 -0.609 0.62
F 1.100 4.826 0.608 -0.19
F 2.322 3.669 -0.751 -0.15
S -0.270 3.125 -0.819 1.00
O -0.666 2.739 0.559 -0.82
O -1.206 3.791 -1.659 -0.60
N 0.359 1.743 -1.384 -0.46
S 0.369 1.497 -3.024 1.04
O 1.275 2.424 -3.625 -0.63
O -0.933 1.259 -3.561 -0.58
C 1.176 -0.185 -3.055 0.52
F 0.237 -1.098 -3.320 -0.26
F 1.734 -0.522 -1.894 -0.15
F 2.081 -0.182 -4.006 -0.22

55
Properties=species:S:1:pos:R:3:mulliken_charge:R:1 method="wB97M-V/def2-TZVPD" e_lumo_ev=2.183 homo_lumo_gap_ha=0.204 charge=-1 e_homo_ev=-3.373 mol_weight_da=335.2
C 3.901 -0.814 -0.349 -0.49
O 3.552 -2.107 -0.835 -0.44
C 2.129 -2.231 -0.859 0.19
C 1.582 -3.322 0.120 -0.76
C 0.380 -4.093 -0.542 -0.88
B -0.943 -3.135 -0.541 1.52
O -1.739 -3.049 -1.784 -0.64
C -3.037 -2.588 -1.441 -0.69
C -2.971 -2.459 0.137 0.17
C -3.181 -1.078 0.819 -1.12
C -2.114 0.018 0.544 0.13
C -2.236 0.723 -0.850 0.67
C -1.255 0.130 -1.927 -1.21
C -1.749 2.201 -0.624 -1.52
O -1.927 -3.290 0.587 -0.71
H 3.752 -0.830 0.751 0.27
H 4.961 -0.629 -0.592 0.18
H 3.333 0.009 -0.804 0.28
H 1.606 -1.297 -0.590 -0.12
H 1.749 -2.496 -1.865 0.24
H 2.371 -4.000 0.491 0.39
H 1.140 -2.822 1.005 0.21
H 0.698 -4.325 -1.585 0.21
H 0.229 -5.071 -0.036 0.28
H -0.528 -2.001 -0.360 -0.84
H -3.395 -1.696 -1.986 0.19
H -3.726 -3.425 -1.670 0.34
H -3.873 -3.040 0.462 0.30
H -3.160 -1.267 1.912 0.31
H -4.207 -0.722 0.601 0.39
H -1.077 -0.312 0.686 0.22
H -2.290 0.817 1.294 -0.22
H -3.274 0.738 -1.231 0.30
H -0.399 -0.302 -1.396 0.02
H -1.745 -0.564 -2.618 0.22
H -0.871 0.977 -2.536 0.57
H -0.680 2.123 -0.348 0.29
H -2.326 2.721 0.155 0.27
H -1.751 2.746 -1.588 0.45
C -3.155 2.981 3.213 0.72
O -2.157 2.288 3.139 -0.60
N -4.412 2.455 3.156 -0.40
N -3.098 4.339 3.356 -0.43
H -5.249 3.001 3.211 0.15
H -4.486 1.459 3.047 0.23
H -2.187 4.756 3.398 0.22
H -3.905 4.928 3.416 0.14
C 6.063 2.635 -0.931 0.62
O 5.122 1.910 -1.196 -0.60
N 6.148 3.323 0.245 -0.39
N 7.111 2.819 -1.789 -0.40
H 6.912 3.924 0.486 0.16
H 5.395 3.208 0.897 0.22
H 7.078 2.327 -2.661 0.22
H 7.895 3.409 -1.593 0.15

34
Properties=species:S:1:pos:R:3:mulliken_charge:R:1 method="wB97M-V/def2-TZVPD" e_lumo_ev=0.766 homo_lumo_gap_ha=0.344 e_homo_ev=-8.590 mol_weight_da=195.3 de_lowest_kj_mol=0.0 smiles=COCCNCCOC.OCCO
C -3.349 -3.832 2.491 -0.69
O -2.509 -2.799 2.929 -0.31
C -1.978 -1.953 1.900 -0.31
C -1.162 -0.903 2.649 -0.62
N -0.201 -0.163 1.813 -0.26
C 0.820 -0.914 1.121 -0.44
C 1.526 0.005 0.140 -0.42
O 2.575 -0.632 -0.523 -0.38
C 3.790 0.121 -0.610 -0.62
H -4.073 -3.466 1.747 0.28
H -3.884 -4.220 3.355 0.25
H -2.782 -4.642 2.009 0.26
H -2.820 -1.505 1.369 0.26
H -1.356 -2.585 1.260 0.33
H -0.603 -1.379 3.461 0.32
H -1.894 -0.182 3.012 0.25
H 0.127 0.605 2.377 0.23
H 0.417 -1.785 0.607 0.25
H 1.550 -1.302 1.852 0.28
H 1.875 0.870 0.725 0.40
H 0.794 0.396 -0.578 0.17
H 3.550 1.083 -1.074 0.23
H 4.432 -0.440 -1.279 0.24
H 4.185 0.259 0.397 0.31
O 1.583 2.731 -2.131 -0.50
C 0.982 2.779 -3.420 -0.33
C -0.385 3.398 -3.387 -0.40
O -1.218 2.482 -2.639 -0.52
H 0.902 2.409 -1.521 0.30
H 1.671 3.385 -4.011 0.31
H 0.903 1.780 -3.856 0.24
H -0.867 3.600 -4.348 0.39
H -0.489 4.358 -2.870 0.25
H -2.115 2.440 -2.969 0.28

11
Properties=species:S:1:pos:R:3:mulliken_charge:R:1 method="wB97M-V/def2-TZVPD" e_lumo_ev="-0.422 / -0.198" homo_lumo_gap_ha="0.249 / 0.270" e_homo_ev="-7.192 / -7.545" mol_weight_da=66.1 de_lowest_kj_mol=424.4
C -0.326 -0.267 -0.116 0.91
C 0.778 0.519 0.072 0.23
C -1.026 -0.653 1.024 -0.97
C 1.764 1.320 0.289 -0.77
C -0.882 -0.495 -1.411 -1.19
H -1.986 -1.190 0.832 0.27
H -0.549 -0.473 2.026 0.30
H 2.810 1.109 0.273 0.29
H 1.506 2.325 0.163 0.25
H -1.800 -1.181 -1.513 0.23
H -0.460 -0.121 -2.226 0.45

16
Properties=species:S:1:pos:R:3:mulliken_charge:R:1 method="wB97M-V/def2-TZVPD" e_lumo_ev=4.471 homo_lumo_gap_ha=0.266 charge=-1 e_homo_ev=-2.769 mol_weight_da=88.1 de_lowest_kj_mol=89.6
C 1.941 1.018 1.263 -0.45
C 1.564 -1.218 1.665 -0.10
N 2.275 -0.225 1.977 -0.53
H 1.730 1.791 2.012 0.20
H 1.110 0.884 0.576 0.20
H 2.843 1.340 0.741 0.19
H 1.820 -2.141 2.192 0.27
H 0.738 -1.172 0.926 0.27
C -1.597 -0.348 -0.730 -0.41
O -0.277 -0.430 -0.507 -0.85
C -1.932 0.273 -2.105 -1.07
H -2.134 0.271 0.036 0.20
H -2.107 -1.349 -0.701 0.21
H -2.969 0.630 -2.176 0.37
H -1.743 -0.445 -2.919 0.23
H -1.262 1.120 -2.249 0.27

49
Properties=species:S:1:pos:R:3:mulliken_charge:R:1 method="wB97M-V/def2-TZVPD" e_lumo_ev=-8.060 homo_lumo_gap_ha=0.279 charge=+2 e_homo_ev=-15.647 mol_weight_da=420.3 de_lowest_kj_mol=0.0
Rh -0.091 0.078 -0.379 0.32
C 0.437 4.268 0.123 -1.61
C 0.655 2.768 0.277 0.39
C 1.512 2.176 -0.856 -1.48
C -0.636 1.997 0.298 -0.24
C -0.935 1.097 1.328 -0.65
C -2.331 0.506 1.413 -0.19
C -3.338 1.012 0.411 0.08
C -4.780 0.797 0.722 -1.56
C -2.850 1.493 -0.734 -1.29
C -1.412 1.756 -0.881 0.89
H 1.397 4.782 0.090 0.45
H -0.131 4.668 0.962 0.42
H -0.100 4.495 -0.799 0.35
H 1.169 2.572 1.222 0.34
H 1.215 2.533 -1.841 0.41
H 1.525 1.049 -0.946 0.59
H 2.571 2.382 -0.703 0.46
H -0.333 1.074 2.226 0.63
H -2.702 0.523 2.437 0.82
H -5.012 -0.269 0.794 0.34
H -5.416 1.237 -0.042 0.43
H -5.036 1.248 1.683 0.35
H -3.502 1.770 -1.552 0.50
H -1.100 2.263 -1.787 0.71
O 0.173 -0.690 -2.414 -0.30
C 0.862 -1.849 -3.000 -0.62
C 1.897 -2.328 -2.022 -0.66
C 1.306 -3.118 -0.836 -0.85
C 1.646 -2.521 0.497 0.75
C 2.322 -3.273 1.449 -0.89
C 2.745 -2.692 2.630 -0.42
C 2.504 -1.341 2.827 -1.12
C 1.802 -0.658 1.861 -0.11
N 1.349 -1.227 0.727 0.59
H -0.541 -0.421 -3.003 0.21
H 1.310 -1.509 -3.932 0.41
H 0.108 -2.608 -3.207 0.39
H 2.458 -1.457 -1.670 0.31
H 2.621 -2.938 -2.561 0.44
H 1.676 -4.141 -0.854 0.52
H 0.223 -3.201 -0.939 0.28
H 2.534 -4.313 1.240 0.46
H 3.275 -3.275 3.371 0.44
H 2.850 -0.823 3.710 0.48
H 1.609 0.398 1.985 0.22
O -1.738 -2.159 -0.529 -0.48
N -1.521 -1.170 0.053 0.77
O -2.247 -0.957 1.149 -0.30

156
Properties=species:S:1:pos:R:3:mulliken_charge:R:1 method="wB97M-V/def2-TZVPD" e_lumo_ev=3.595 homo_lumo_gap_ha=0.187 charge=-2 e_homo_ev=-1.489 mol_weight_da=1289.7 de_lowest_kj_mol=0.0
Sn 0.219 -0.244 0.001 0.66
C 0.945 -3.412 -1.396 -0.91
O 0.115 -2.778 -0.437 1.27
C -0.788 -3.611 0.201 -0.21
C -0.444 -4.151 1.440 0.37
C 0.836 -3.768 2.144 -0.84
C 0.560 -2.896 3.341 0.41
C 0.592 -3.404 4.626 -0.78
C 0.340 -2.621 5.753 -0.35
C 0.085 -1.272 5.534 -0.29
C 0.042 -0.722 4.260 -0.02
C -0.289 0.737 4.060 -1.54
C -1.716 0.874 3.588 0.40
C -2.755 0.499 4.435 -0.44
C -4.071 0.445 4.002 0.13
C -4.326 0.768 2.671 -0.77
C -3.323 1.150 1.794 0.38
C -3.643 1.329 0.328 -1.05
C -4.097 0.026 -0.286 1.12
C -5.439 -0.217 -0.546 -0.76
C -5.893 -1.397 -1.130 -0.62
C -4.923 -2.339 -1.479 -0.60
C -3.578 -2.140 -1.232 0.76
C -2.529 -3.159 -1.609 -1.63
C -2.030 -3.874 -0.372 0.44
C -2.900 -4.737 0.290 -0.44
C -2.581 -5.314 1.509 0.22
C -1.345 -4.998 2.065 -0.78
C -3.543 -6.217 2.278 2.35
C -2.876 -7.574 2.542 -1.84
C -3.892 -5.553 3.617 -1.56
C -4.845 -6.463 1.514 -2.30
C -3.132 -0.966 -0.579 -1.32
O -1.869 -0.839 -0.320 0.85
C -7.365 -1.680 -1.418 2.28
C -7.790 -2.980 -0.720 -1.68
C -7.580 -1.831 -2.932 -1.86
C -8.280 -0.559 -0.921 -2.12
C -2.022 1.243 2.287 0.03
O -1.001 1.686 1.461 0.79
C -0.880 3.108 1.345 -1.19
C -5.220 -0.012 4.898 2.52
C -4.754 -0.351 6.314 -2.29
C -5.860 -1.270 4.292 -1.86
C -6.274 1.101 4.992 -1.85
C 0.229 -1.542 3.130 -0.44
O 0.072 -1.082 1.915 0.14
C 0.379 -3.253 7.142 2.35
C 1.788 -3.794 7.428 -1.82
C 0.020 -2.255 8.243 -2.12
C -0.626 -4.412 7.212 -1.62
H 0.350 -4.021 -2.083 0.30
H 1.695 -4.039 -0.902 0.12
H 1.444 -2.617 -1.950 0.12
H 1.494 -3.232 1.459 -0.74
H 1.359 -4.669 2.478 0.84
H 0.842 -4.455 4.746 0.46
H -0.088 -0.604 6.371 0.48
H 0.391 1.175 3.328 0.14
H -0.158 1.262 5.010 0.68
H -2.490 0.192 5.439 0.50
H -5.330 0.670 2.271 0.44
H -2.769 1.687 -0.211 -0.31
H -4.438 2.072 0.213 0.75
H -6.143 0.569 -0.293 0.51
H -5.218 -3.263 -1.971 0.45
H -1.702 -2.652 -2.109 0.16
H -2.962 -3.883 -2.305 0.65
H -3.872 -4.899 -0.160 0.51
H -1.074 -5.385 3.042 0.35
H -1.972 -7.461 3.141 0.29
H -2.597 -8.054 1.602 0.38
H -3.560 -8.237 3.080 0.48
H -2.999 -5.370 4.216 0.29
H -4.568 -6.190 4.196 0.48
H -4.379 -4.591 3.449 0.26
H -4.658 -6.931 0.546 0.40
H -5.389 -5.533 1.345 0.40
H -5.488 -7.129 2.094 0.45
H -7.187 -3.824 -1.055 0.32
H -8.840 -3.207 -0.930 0.47
H -7.663 -2.889 0.361 0.29
H -6.988 -2.656 -3.331 0.32
H -7.275 -0.919 -3.451 0.36
H -8.633 -2.026 -3.159 0.47
H -8.159 -0.397 0.152 0.34
H -9.324 -0.824 -1.109 0.42
H -8.073 0.382 -1.433 0.40
H -0.547 3.523 2.302 0.32
H -1.835 3.551 1.059 0.30
H -0.152 3.299 0.558 0.10
H -4.018 -1.157 6.309 0.37
H -5.608 -0.679 6.912 0.46
H -4.309 0.515 6.807 0.41
H -5.124 -2.071 4.211 0.42
H -6.248 -1.078 3.291 0.28
H -6.687 -1.617 4.919 0.51
H -5.839 2.006 5.420 0.37
H -7.109 0.785 5.624 0.46
H -6.669 1.354 4.008 0.31
H 2.521 -2.988 7.379 0.36
H 2.075 -4.546 6.693 0.31
H 1.833 -4.250 8.422 0.47
H 0.735 -1.432 8.283 0.39
H 0.029 -2.757 9.214 0.44
H -0.976 -1.834 8.087 0.32
H -0.400 -5.176 6.467 0.29
H -1.639 -4.051 7.020 0.27
H -0.605 -4.883 8.200 0.49
N -3.808 -1.159 -6.720 -0.62
C -2.967 -0.428 -5.857 1.06
C -3.040 -0.614 -4.480 -0.54
C -2.192 0.088 -3.639 -0.21
C -1.265 0.975 -4.160 -0.97
C -1.180 1.161 -5.528 -0.38
C -2.027 0.463 -6.375 -0.88
S -0.216 1.887 -3.048 1.14
O 0.085 3.150 -3.698 -0.81
O -1.001 1.990 -1.825 -0.61
N 1.017 0.895 -2.960 -0.17
C 2.157 1.285 -2.347 -0.06
N 2.131 2.227 -1.368 -0.16
C 3.276 2.508 -0.766 -0.17
C 4.471 1.886 -1.078 -0.83
C 4.390 0.912 -2.067 -0.25
N 3.278 0.610 -2.704 -0.71
H -4.668 -1.446 -6.278 0.24
H -3.993 -0.686 -7.590 0.22
H -3.768 -1.298 -4.054 0.05
H -2.250 -0.041 -2.567 0.67
H -0.456 1.865 -5.918 0.46
H -1.964 0.609 -7.449 0.25
H 3.226 3.253 0.026 0.33
H 5.391 2.096 -0.553 0.68
H 5.274 0.339 -2.345 0.87
C 9.224 -0.574 -1.245 -1.60
C 7.823 -0.612 -0.692 0.99
C 6.867 -1.479 -1.197 -1.06
C 5.571 -1.529 -0.688 0.72
C 4.588 -2.474 -1.318 -1.20
C 5.194 -0.701 0.383 -0.05
Te 3.249 -0.838 1.250 -0.12
C 6.156 0.201 0.881 0.67
C 5.836 1.152 2.000 -1.81
C 7.440 0.227 0.346 -0.58
H 9.314 -1.218 -2.121 0.34
H 9.956 -0.912 -0.506 0.33
H 9.509 0.438 -1.544 0.32
H 7.128 -2.129 -2.028 0.18
H 5.014 -2.939 -2.210 0.31
H 3.678 -1.938 -1.593 -0.13
H 4.290 -3.253 -0.613 0.33
H 4.829 1.552 1.888 0.30
H 6.558 1.973 2.026 0.38
H 5.857 0.639 2.967 0.35
H 8.161 0.933 0.751 0.28